Entry from OMol25: a molecular structure, C27H41BrN6O3V in a non-equilibrium geometry (ωB97M-V/def2-TZVPD).

XYZ file:
```
79
Properties=species:S:1:pos:R:3:forces:R:3:mulliken_spin:R:1
V 0.952173 0.666668 0.352773 -1.3 -0.2 1.7 0.87
C 3.167273 2.936568 -0.453527 0.1 -0.2 0.3 0.04
C 2.369273 3.353568 0.779073 0.6 0.3 -0.2 0.02
N 1.031373 2.745568 0.789773 -0.2 0.3 0.6 -0.02
C 0.079873 3.452068 -0.087727 -0.4 0.2 -0.5 -0.01
C -0.250227 2.601668 -1.312827 0.0 0.8 -0.1 0.01
N -0.572627 1.250168 -0.857327 -1.2 0.5 -0.3 -0.02
C -1.012227 0.390868 -1.959827 -0.4 -0.6 -0.5 0.02
C -0.972627 -1.102332 -1.629727 0.3 0.3 0.0 0.00
C 0.451673 -1.627432 -1.443227 -0.4 -0.2 -0.6 0.00
N 0.952073 -1.349332 -0.093527 -0.2 -1.1 0.4 0.01
C 2.330373 -1.813432 0.098173 0.8 -0.3 -0.1 -0.01
C 3.281873 -0.764432 -0.468427 0.3 -0.9 -0.2 0.00
N 2.934473 0.528568 0.122773 1.1 -0.1 0.4 0.05
C 3.865973 1.591268 -0.279927 0.2 0.9 -0.2 0.01
H 3.931573 3.684368 -0.659227 0.0 0.1 0.0 0.00
H 2.512473 2.880868 -1.320427 0.0 0.1 -0.1 -0.02
H 2.284173 4.446968 0.810473 0.0 -0.2 0.1 0.00
H 2.909773 3.042268 1.679873 -0.1 0.1 0.0 0.00
H 0.687973 2.806468 1.747973 0.0 0.1 -0.1 0.00
H 0.490873 4.416868 -0.404327 -0.1 -0.1 0.1 0.00
H -0.843827 3.650168 0.468373 0.1 0.0 0.0 0.00
H 0.612373 2.510068 -1.977827 -0.2 0.1 0.0 0.01
H -1.079627 3.060868 -1.868527 0.1 -0.1 0.0 0.00
H -1.352927 1.341968 -0.199027 0.1 -0.1 -0.2 0.00
H -0.333127 0.570568 -2.795027 -0.2 0.0 0.1 0.00
H -2.027427 0.658068 -2.283227 0.2 0.1 0.1 0.00
H -1.429227 -1.631232 -2.467327 0.0 0.0 0.1 0.00
H -1.575427 -1.334532 -0.746727 -0.1 -0.1 -0.1 0.00
H 1.112073 -1.121232 -2.151627 0.0 -0.2 0.0 0.00
H 0.466773 -2.707432 -1.641827 0.2 0.2 0.1 0.00
H 0.357973 -1.869832 0.555773 0.1 0.2 -0.1 -0.03
H 2.506273 -2.789432 -0.376427 0.0 0.2 0.1 0.00
H 2.516373 -1.918532 1.176173 -0.1 -0.1 -0.2 -0.01
H 3.156973 -0.667532 -1.552127 0.1 0.0 0.2 0.01
H 4.325673 -1.045132 -0.259027 -0.2 0.1 -0.1 0.00
H 2.993473 0.420968 1.145873 0.4 -0.1 -0.1 -0.02
H 4.312173 1.317568 -1.236927 0.0 -0.1 0.1 0.00
H 4.674273 1.689368 0.455173 -0.1 -0.1 -0.1 0.00
C 1.993673 0.966168 4.127273 0.3 0.1 0.3 0.00
O 0.918473 0.680868 3.243373 -0.3 0.0 -0.4 -0.01
C -0.142027 -0.018732 3.788273 -0.4 -0.2 -0.4 0.00
C -0.253927 -0.389532 5.118873 0.0 0.0 0.0 0.00
C -1.332427 -1.162532 5.539973 -0.1 -0.1 0.1 0.00
Br -1.473627 -1.630232 7.376473 0.1 0.1 -0.5 0.00
C -2.286927 -1.603032 4.640873 0.2 0.1 0.2 0.00
C -2.202327 -1.212432 3.310873 0.4 0.4 0.1 0.00
C -1.147727 -0.396132 2.892173 0.0 0.0 0.6 0.01
O -1.054227 0.019368 1.573273 0.3 0.0 0.0 0.04
C -3.111827 -1.779232 2.316573 -0.1 -0.2 -0.2 0.00
N -3.355027 -3.042432 2.216073 0.4 0.0 0.6 0.00
C -4.072627 -3.216732 1.055773 -0.4 0.8 -0.7 0.00
C -4.584227 -4.371032 0.475073 0.0 0.1 0.0 0.00
C -5.245627 -4.236332 -0.729627 0.0 -0.2 0.1 0.00
C -5.387327 -2.998832 -1.357427 0.0 0.2 0.0 0.00
C -4.891627 -1.837832 -0.791827 0.0 0.1 0.0 0.00
C -4.248727 -1.966432 0.424473 0.0 -0.7 -0.1 0.00
N -3.584527 -1.032832 1.220873 0.2 -0.1 0.0 0.00
H 2.439073 0.046768 4.515573 0.0 0.0 0.0 0.00
H 1.670173 1.592268 4.961173 0.0 0.0 -0.1 0.00
H 2.737973 1.511168 3.548873 0.0 0.0 0.0 0.00
H 0.481373 -0.092532 5.844473 0.1 0.0 0.1 0.00
H -3.096127 -2.240232 4.954573 -0.1 -0.1 0.0 0.00
H -1.819327 -0.403232 1.122273 0.1 0.1 -0.2 0.00
H -4.461627 -5.326332 0.955473 0.0 -0.2 0.1 0.00
H -5.662727 -5.111732 -1.200927 0.0 -0.1 -0.1 0.00
H -5.894227 -2.945432 -2.307327 -0.1 0.0 -0.1 0.00
H -5.005827 -0.876832 -1.268927 -0.1 0.1 -0.1 0.00
H -3.935527 -0.090332 1.311773 -0.1 0.0 0.2 0.00
C 1.838273 2.154468 -5.017527 0.0 0.2 0.2 0.00
C 1.886073 0.900568 -4.207227 -0.1 0.0 -0.3 0.01
C 1.789473 -0.370732 -4.998627 0.1 -0.2 0.2 0.00
O 1.949473 0.905768 -2.987427 0.2 0.0 0.0 0.04
H 1.000573 2.114668 -5.711927 -0.1 0.0 -0.1 0.00
H 2.741473 2.222268 -5.621127 0.1 0.0 -0.1 0.00
H 1.765073 3.042568 -4.396727 0.0 0.0 0.1 0.00
H 2.200773 -0.250832 -5.995927 0.0 0.0 -0.1 0.00
H 0.734173 -0.631732 -5.107427 -0.1 0.0 0.0 0.00
H 2.285673 -1.195232 -4.491027 0.0 0.0 0.0 0.00
```
Forces are in eV/Å.

lowest unoccupied orbital energy (spin up / spin down) = -4.90 / -4.87 eV
multiplicity = 2
expectation value of S² = 1.03
largest force on an atom = 2.158 eV Å⁻¹
energy relative to the best compared isomer or geometry (same formula, charge and spin) = 0.0 kJ/mol
gap between HOMO and LUMO (spin up / spin down) = 8.17 / 7.69 eV
net charge = +2
HOMO (spin up / spin down) = -0.48041 / -0.46148 Eh

***

Entry from OMol25: a molecular structure, C27H41BrNNaO4PS4Sb2 (ωB97M-V/def2-TZVPD).

XYZ file:
```
82
Properties=species:S:1:pos:R:3:forces:R:3:mulliken_charge:R:1
Na -0.936925 -0.691128 1.792792 -0.5 -0.1 -0.4 0.71
C -3.103524 -3.205751 -3.094689 0.0 0.0 0.0 -1.30
C -2.639723 -3.488658 -1.695535 0.1 0.0 0.0 0.79
C -3.315315 -4.351549 -0.843223 -0.1 0.0 0.0 -0.64
C -2.895344 -4.513521 0.463722 0.1 0.1 0.0 -0.57
C -1.789358 -3.780932 0.856437 0.0 0.0 0.1 0.14
Br -1.207615 -3.882352 2.674067 0.0 -0.1 -0.1 -0.15
N -1.111827 -2.970698 0.080616 0.1 0.0 0.1 0.03
C -1.534122 -2.832852 -1.174199 0.0 0.1 0.0 0.08
H -3.774667 -3.985635 -3.454692 0.0 0.0 0.0 0.41
H -2.264912 -3.134131 -3.788401 0.0 0.0 0.0 0.35
H -3.643395 -2.257349 -3.132555 0.0 0.0 0.0 0.22
H -4.195401 -4.878913 -1.192783 0.0 0.0 0.0 0.37
H -3.419493 -5.145196 1.164220 0.0 0.0 0.0 0.42
H -0.976282 -2.129339 -1.783436 0.0 0.0 0.0 -0.16
O -6.626726 2.961087 3.195193 0.0 0.0 0.0 -0.66
C -5.646195 2.382479 2.780287 0.1 0.0 0.1 0.56
S -5.647824 0.739235 2.147676 -0.1 0.0 0.0 -0.18
C -3.930675 0.598785 1.794088 0.2 -0.3 -0.2 0.07
C -3.173805 1.677866 2.089101 0.4 -0.1 -0.1 -0.27
S -1.435359 1.919253 1.839407 -0.4 0.2 0.0 -0.46
S -4.018260 3.062142 2.772084 -0.1 0.0 0.0 -0.20
S -3.437000 -0.931578 1.062594 -0.4 0.3 0.2 -0.38
C 3.452153 -0.761934 -1.979198 0.0 0.1 0.0 -1.71
Sb 1.401563 -0.302565 -1.420288 0.0 0.0 0.1 0.52
C 1.867231 1.764085 -1.084291 0.0 0.0 0.0 -1.29
C 0.767174 -0.262907 -3.515432 0.0 0.1 -0.1 -1.02
C 0.816729 1.074228 -4.187609 0.1 -0.2 0.1 0.60
C 2.030831 1.512525 -4.717608 0.0 0.0 0.0 -0.59
C 2.176158 2.770015 -5.280283 0.0 0.0 0.0 -0.72
C 1.076961 3.616515 -5.327715 0.0 0.0 0.0 -0.61
C -0.140452 3.180507 -4.831856 0.0 0.0 0.0 -0.67
C -0.308329 1.914633 -4.265295 -0.2 0.0 0.1 1.17
C -1.646996 1.518831 -3.733774 0.0 0.0 0.1 -2.02
Sb -1.688605 1.532219 -1.492169 0.3 -0.1 -0.1 0.48
C -1.167150 3.615012 -1.462742 -0.1 0.0 0.0 -1.42
C -3.783500 1.852599 -1.341636 -0.1 0.0 -0.1 -1.21
H 3.537319 -1.790931 -2.330108 0.0 0.0 0.0 0.41
H 4.115108 -0.626457 -1.123120 0.0 0.0 0.0 0.46
H 3.773308 -0.083590 -2.770450 0.0 0.0 0.0 0.51
H 1.830649 2.326044 -2.017583 0.0 0.0 0.0 0.32
H 2.880242 1.801498 -0.679867 0.0 0.0 0.0 0.53
H 1.175853 2.198355 -0.364007 0.0 0.0 0.0 0.29
H -0.227688 -0.704564 -3.554574 0.0 0.0 0.0 0.01
H 1.464922 -0.955926 -3.991151 0.0 0.0 0.0 0.81
H 2.883464 0.843594 -4.673322 0.0 0.0 0.0 0.31
H 3.134679 3.082493 -5.674956 0.0 0.0 0.0 0.39
H 1.163525 4.607261 -5.756032 0.0 0.0 0.0 0.39
H -1.002727 3.836287 -4.879018 0.0 0.0 0.0 0.32
H -1.917732 0.503478 -4.032290 0.0 0.0 0.0 0.60
H -2.421364 2.198090 -4.094642 0.0 0.0 0.0 0.60
H -1.974075 4.184790 -1.927429 0.0 0.0 0.0 0.49
H -0.242577 3.788255 -2.012139 0.0 0.0 0.0 0.38
H -1.053158 3.919391 -0.424675 0.0 0.0 0.0 0.38
H -4.103538 2.426250 -2.212540 -0.1 0.0 0.0 0.56
H -3.972325 2.413462 -0.428528 0.0 0.0 0.0 0.27
H -4.306329 0.901169 -1.275177 0.0 0.0 0.0 0.29
C 4.043284 1.286886 5.060037 0.1 0.0 0.1 -1.24
C 3.380481 1.211875 3.707017 0.0 -0.1 0.0 -0.22
O 3.053557 -0.166929 3.440755 0.0 0.1 0.1 -0.34
P 1.739108 -0.399247 2.489495 0.3 -0.2 0.1 0.59
O 1.891306 -2.009969 2.308189 0.1 0.0 0.1 -0.11
C 2.861667 -2.520491 1.388772 -0.1 0.0 0.0 0.04
C 3.928784 -3.276477 2.144036 0.1 -0.1 0.0 -1.37
O 0.511660 -0.449944 3.547437 0.3 0.0 0.1 -0.25
C 0.566053 -1.157869 4.806015 0.0 0.0 -0.1 0.14
C 0.162694 -0.198253 5.897713 0.0 0.0 0.1 -1.29
H 4.354097 2.310410 5.275685 0.0 0.0 0.0 0.40
H 4.925230 0.646547 5.092011 0.0 0.0 0.0 0.29
H 3.357951 0.965390 5.844518 0.0 0.0 0.0 0.24
H 4.044003 1.570992 2.916892 0.0 0.0 0.0 0.29
H 2.474938 1.825182 3.683564 0.0 0.0 0.0 0.33
H 3.301083 -1.703249 0.806906 0.0 0.0 0.0 0.00
H 2.322234 -3.163001 0.690748 0.0 0.0 0.0 0.30
H 4.463143 -2.612810 2.823773 0.0 0.0 0.0 0.23
H 4.647166 -3.717062 1.449346 0.0 0.0 0.0 0.42
H 3.480915 -4.081249 2.727751 0.0 0.0 0.0 0.30
H 1.569352 -1.558935 4.955032 0.0 0.0 0.0 0.24
H -0.129249 -1.993657 4.727787 0.0 0.0 0.0 0.07
H 0.865131 0.633804 5.961433 0.0 0.0 0.0 0.25
H 0.144383 -0.709195 6.862845 0.0 0.0 0.0 0.39
H -0.826548 0.213240 5.700936 0.0 0.0 0.0 0.29
```
Forces are in eV/Å.

lowest unoccupied orbital energy = 1.81 eV
largest force on an atom = 0.657 eV Å⁻¹
energy relative to the best compared isomer or geometry (same formula, charge and spin) = 0.0 kJ/mol
gap between HOMO and LUMO = 4.91 eV
net charge = -1
HOMO = -0.11408 Eh

***

Entry from OMol25: 8 unconnected molecules or ions with the total composition C27H41Cl14N2O5 in a non-equilibrium geometry (ωB97M-V/def2-TZVPD).

XYZ file:
```
89
Properties=species:S:1:pos:R:3:forces:R:3:mulliken_charge:R:1
C 5.671292 0.512616 -1.798425 -1.0 0.0 -0.3 -1.35
C 4.722131 1.277349 -0.877237 1.0 0.1 0.0 0.65
O 4.307871 0.542675 0.249584 -0.2 0.2 0.1 -0.50
C 3.015093 0.003810 0.171350 0.3 -0.4 -0.1 0.03
C 2.992984 -1.441003 -0.329880 -0.6 0.6 0.4 0.11
O 1.996974 -1.591791 -1.331355 0.3 0.1 0.1 -0.37
C 2.556641 -1.568959 -2.628880 -0.6 -0.3 0.2 -0.46
C 1.767148 -0.725729 -3.570148 0.0 -0.1 0.0 -0.38
O 2.092222 0.641601 -3.417030 0.0 0.7 0.3 -0.10
C 1.154569 1.561478 -3.931581 -0.2 -0.7 -0.2 -1.97
C 0.083936 1.968982 -2.961965 2.7 0.3 -0.8 1.09
C -1.083870 1.386994 -3.034241 -1.8 -1.5 -0.6 -0.65
N -2.086871 1.674204 -2.210634 -0.8 -0.5 0.0 0.26
C -3.366271 0.918615 -2.394141 0.4 -0.3 -0.2 -1.41
C -3.201843 -0.554858 -2.280835 -0.1 2.7 0.3 0.27
C -3.095533 -1.244135 -3.409831 -0.1 2.5 -2.9 -0.30
C -2.934965 -2.540357 -3.420576 0.5 -2.9 -2.9 -1.10
C -2.876218 -3.218026 -2.286000 0.1 -1.8 1.0 -0.66
C -3.009687 -2.539805 -1.133245 0.2 -1.5 1.8 -0.40
C -3.175820 -1.210441 -1.120008 -0.1 1.6 3.0 0.24
C -1.917106 2.612363 -1.291343 -2.5 -0.2 0.7 0.97
N -3.001150 2.906305 -0.488068 0.2 0.2 0.3 -0.45
C -0.739026 3.258490 -1.193913 0.3 1.8 2.0 -0.77
C 0.243049 2.942805 -2.009315 2.2 0.2 -1.2 0.67
C 1.523614 3.670997 -1.911977 1.1 0.6 1.0 0.12
O 2.153355 3.723686 -0.893303 -0.2 -0.3 -0.1 -0.49
O 1.918864 4.270320 -3.045428 -0.4 -0.5 -0.6 -0.53
H 5.757219 -0.499603 -1.451781 0.5 -0.4 0.3 0.33
H 5.233861 0.458936 -2.780929 -0.1 -0.1 -0.6 0.35
H 6.621358 0.991482 -1.921358 0.6 0.1 0.2 0.32
H 3.899392 1.676173 -1.443799 -0.7 0.0 -0.1 -0.51
H 5.251576 2.132734 -0.499149 0.2 0.5 0.4 0.51
H 2.589863 0.062209 1.158124 -0.2 0.0 0.6 0.39
H 2.360680 0.564789 -0.481493 -0.1 0.5 -0.4 -0.13
H 3.965982 -1.725661 -0.684268 0.5 -0.1 -0.3 0.46
H 2.767085 -2.090266 0.492058 -0.3 -0.5 0.2 -0.44
H 3.583503 -1.248859 -2.612598 0.5 0.2 -0.1 0.15
H 2.496637 -2.580429 -2.998223 0.3 -0.5 -0.4 0.43
H 1.989381 -1.061637 -4.572263 0.2 0.1 -0.6 0.39
H 0.724230 -0.944104 -3.401806 -0.7 0.2 0.2 0.15
H 0.632089 1.149553 -4.780551 -0.1 -0.4 -0.6 0.57
H 1.656694 2.432864 -4.292955 0.5 0.3 -0.1 0.68
H -1.263973 0.658308 -3.782296 -0.4 -0.7 -0.4 0.49
H -4.103787 1.266990 -1.708988 -0.3 0.5 0.4 0.54
H -3.643612 1.068707 -3.419602 -0.4 0.7 -0.4 0.47
H -3.125433 -0.710469 -4.335448 -0.1 0.2 -0.7 0.47
H -2.840481 -3.074286 -4.338954 0.0 -0.2 -0.7 0.43
H -2.733497 -4.265693 -2.274207 0.1 -0.9 0.0 0.59
H -2.962663 -3.119922 -0.245784 0.0 -0.2 0.9 0.44
H -3.304208 -0.658227 -0.176514 0.3 -0.3 -0.8 0.33
H -3.693681 3.435962 -0.997188 -0.4 0.0 0.1 0.27
H -2.681828 3.436892 0.309565 -0.2 0.2 0.2 0.14
H -0.544984 4.063405 -0.495001 -0.5 -0.2 0.0 0.32
H 2.860343 4.091466 -3.136976 0.5 0.6 0.1 0.40
C -0.396336 -6.568783 -1.169110 0.0 -0.2 -0.1 0.06
Cl -2.072426 -6.646696 -0.608725 0.0 0.0 0.1 -0.17
Cl -0.262411 -5.658061 -2.677327 0.1 0.0 -0.1 -0.15
H 0.200109 -6.082157 -0.416228 0.1 0.2 0.2 0.14
H -0.035734 -7.576324 -1.335621 -0.1 -0.1 -0.1 0.14
C -1.019704 5.567515 3.302766 -0.1 0.0 0.1 -0.24
Cl -2.617799 5.326141 4.001259 0.0 0.0 -0.1 -0.13
Cl -0.898042 4.841664 1.674273 0.0 0.1 0.3 -0.23
H -0.828173 6.628549 3.219448 0.0 0.0 -0.1 0.24
H -0.281452 5.101232 3.942684 0.0 -0.2 -0.1 0.27
C -5.092126 -0.831648 3.052574 0.0 -0.1 0.1 -0.33
Cl -4.559988 -1.615485 4.542622 0.0 0.1 -0.1 -0.15
Cl -4.292583 -1.502580 1.615205 -0.4 0.0 0.8 -0.11
H -6.158719 -0.983318 2.949101 0.0 -0.1 0.0 0.31
H -4.864540 0.225578 3.110529 0.1 0.0 0.0 0.25
C -1.639809 2.929514 6.676591 -0.1 0.0 -0.1 -0.33
Cl -0.534717 4.255734 6.988619 0.1 0.1 0.3 -0.12
Cl -1.189030 2.123030 5.169278 -0.1 -0.3 -0.1 -0.12
H -1.601791 2.222549 7.495521 0.1 -0.1 0.0 0.36
H -2.639564 3.328888 6.563787 0.0 0.0 -0.1 0.23
C 2.754464 -4.037609 3.149551 -0.1 0.0 0.1 -0.25
Cl 3.211655 -5.284283 4.308250 0.0 0.0 0.0 -0.15
Cl 3.114088 -4.513709 1.488828 0.0 -0.2 -0.1 -0.16
H 1.690424 -3.855280 3.233258 0.0 -0.1 0.0 0.27
H 3.313659 -3.141099 3.371078 0.1 0.1 0.0 0.27
C 0.387960 8.770427 5.839778 0.0 0.0 0.0 -0.33
Cl 0.402626 9.378138 4.178814 0.0 0.0 0.0 -0.16
Cl -0.415053 7.196795 5.948670 0.1 0.3 0.2 -0.07
H 1.409008 8.661902 6.180956 0.1 -0.1 -0.1 0.28
H -0.145069 9.474313 6.465241 -0.1 0.0 0.0 0.29
C -0.553760 -10.157015 1.089363 0.0 0.0 0.0 -0.29
Cl 0.501021 -9.044310 1.968380 0.0 0.0 0.0 -0.13
Cl 0.049375 -10.470852 -0.543383 -0.1 0.0 0.0 -0.15
H -0.598170 -11.094532 1.627776 0.1 0.0 0.0 0.33
H -1.540517 -9.717707 1.016984 0.0 0.1 -0.1 0.25
```
Forces are in eV/Å.

lowest unoccupied orbital energy = -3.75 eV
largest force on an atom = 4.122 eV Å⁻¹
gap between HOMO and LUMO = 7.33 eV
net charge = +1
HOMO = -0.40732 Eh